Here is a cluster of 2 separate species, C6H14N2O2 in total from the OMol25 dataset. Energies are from ωB97M-V/def2-TZVPD.

Structure (XYZ):
```
24
Properties=species:S:1:pos:R:3:forces:R:3
C -1.66394 0.38619 2.33536 -0.7 0.1 -0.2
N -0.26523 0.25374 2.69700 -0.8 -0.2 -0.1
C 0.74880 0.77452 1.94490 -0.7 0.6 1.3
C 1.97668 1.10210 2.73557 1.8 -0.8 0.3
O 0.57944 1.11918 0.79253 0.0 0.0 -0.1
H -2.27593 0.07469 3.18235 0.2 -0.2 0.0
H -1.98073 1.41488 2.13553 0.5 0.1 -0.1
H -1.98188 -0.19562 1.47255 0.2 -0.2 -0.1
H -0.15646 -0.15890 3.60975 0.8 0.3 -0.2
H 2.81350 1.36429 2.08954 -0.3 0.2 -0.2
H 1.87423 1.87180 3.49823 -0.6 0.3 -0.3
H 2.38850 0.26488 3.31634 -0.5 -0.2 -0.2
C 0.85824 0.86799 -2.56104 0.4 0.2 0.0
N 0.09460 -0.01779 -1.71704 -0.5 -0.1 0.3
C -0.53223 -1.12194 -2.16281 -0.2 -0.7 -0.7
C -1.31043 -1.99069 -1.17551 0.9 1.9 1.8
O -0.46088 -1.50382 -3.32256 0.1 0.1 -0.1
H 1.65191 1.27188 -1.93216 -0.1 0.3 -0.1
H 1.33092 0.37267 -3.40530 -0.2 -0.4 0.1
H 0.25945 1.67429 -2.99128 -0.1 0.1 0.2
H -0.08847 0.30052 -0.77161 0.2 -0.1 -0.2
H -1.30353 -1.53584 -0.16530 0.1 0.2 -0.3
H -2.36924 -2.00771 -1.40449 0.1 -0.9 -0.6
H -0.70701 -2.87494 -0.99184 -0.7 -0.6 -0.6
```
Positions in Å, forces in eV/Å.

Its SMILES is CNC(C)=O.CNC(C)=O. Its charge is 0. The multiplicity is 1. For the maximum force, the calculation gives 2.75 eV Å⁻¹. The calculated total energy comes out at -497.0250 Ha. As for the gap between HOMO and LUMO: 9.427 eV. As for the molar mass: 146.2 g/mol. As for the LUMO energy: 0.523 eV.

***

Here is a structure of composition C24H27N5O5S2SiTc from the OMol25 dataset. Energies are from ωB97M-V/def2-TZVPD.

Structure (XYZ):
```
65
Properties=species:S:1:pos:R:3:forces:R:3
Tc -0.23335 -1.16371 -0.36484 0.0 0.0 -0.4
C 5.85264 1.51527 1.65000 0.0 0.0 0.0
C 4.40266 1.36790 1.27241 0.0 0.0 0.0
C 3.81512 2.16224 0.29611 0.0 0.0 0.0
C 2.50673 1.95271 -0.08899 0.0 0.0 0.0
C 1.69576 0.97250 0.50082 0.0 0.0 0.0
N 0.39631 0.76766 0.05211 -0.3 -0.1 0.2
C -0.29664 1.94164 -0.28481 0.0 0.0 -0.1
C -0.43191 3.00619 0.60543 0.0 0.0 0.0
C -1.04470 4.18661 0.21725 0.0 0.0 0.0
C -1.56369 4.34703 -1.06532 0.0 0.0 0.0
C -2.26764 5.61723 -1.46449 0.0 0.0 0.0
C -1.45907 3.27900 -1.94785 0.0 0.0 0.0
C -0.82414 2.10631 -1.56731 0.0 0.0 0.0
N -0.69416 0.99631 -2.41446 0.0 0.0 -0.1
C -0.19966 0.97905 -3.69211 0.0 0.0 0.0
C 0.05379 -0.15459 -4.36998 0.0 0.0 0.0
C -0.00587 -1.41371 -3.60328 -0.1 0.0 0.0
N -1.31534 -0.15120 -1.88678 0.1 0.0 0.0
C 2.28076 0.20672 1.51779 -0.2 0.2 0.2
C 3.61791 0.38695 1.85850 0.0 0.0 0.0
N 1.50691 -0.75536 2.25637 0.4 -0.3 -0.3
C 2.05792 -1.44960 3.29543 0.0 0.0 0.0
C 1.62468 -2.73787 3.25293 0.1 0.0 -0.1
C 0.79118 -2.79195 2.11538 -1.5 0.5 1.4
N 0.65026 -1.59707 1.59058 0.7 -0.1 -0.9
H 6.25853 2.45609 1.27762 0.0 0.0 0.0
H 6.45280 0.70514 1.22905 0.0 0.0 0.0
H 5.98824 1.49492 2.73300 0.0 0.0 0.0
H 4.39836 2.93331 -0.19515 0.0 0.0 0.0
H 2.07597 2.55516 -0.87841 0.0 0.0 0.0
H -0.02112 2.90350 1.60268 0.0 0.0 0.0
H -1.12717 5.00123 0.92904 0.0 0.0 0.0
H -1.74219 6.49613 -1.08734 0.0 0.0 0.0
H -3.28485 5.64771 -1.06639 0.0 0.0 0.0
H -2.33609 5.70375 -2.54927 0.0 0.0 0.0
H -1.87290 3.35136 -2.94798 0.0 0.0 0.0
H -0.02483 1.96135 -4.11389 0.0 0.0 0.0
H 0.38954 -0.11934 -5.39556 0.0 0.0 0.0
H 0.87671 -2.03757 -3.53563 0.0 0.0 0.0
H 4.07614 -0.26810 2.58638 0.0 0.0 0.0
H 2.70715 -0.95267 3.99400 0.0 0.0 0.0
H 1.86721 -3.54566 3.91929 0.0 0.0 0.1
H 0.04445 -3.53452 1.89833 0.4 -0.3 -0.5
S -1.54688 -2.49476 -3.45969 -0.1 0.0 0.0
C -0.82198 -1.28307 -2.40467 -0.1 -0.1 0.0
O 1.59227 -1.85475 -1.13022 0.3 0.1 0.5
S 1.35024 -3.37004 -0.90002 -0.5 0.2 -0.6
O 1.63660 -4.11546 -2.09645 0.0 0.1 0.0
O 2.04619 -3.83049 0.28089 0.2 -0.1 -0.1
O -0.17355 -3.28769 -0.64532 0.3 -0.1 0.6
C -3.71077 -3.07579 -0.62730 0.0 0.0 0.0
Si -3.16101 -2.13466 0.88987 0.0 0.1 -0.1
C -2.66874 -3.38039 2.20992 0.0 0.0 0.0
C -4.56454 -1.08206 1.55504 0.0 0.0 0.0
O -1.94012 -1.11894 0.52725 0.1 -0.1 0.2
H -4.49961 -3.79787 -0.39799 0.0 0.0 0.0
H -2.85534 -3.62065 -1.03595 0.0 0.0 0.0
H -4.07902 -2.39587 -1.39897 0.0 0.0 0.0
H -3.54847 -3.83803 2.67055 0.0 0.0 0.0
H -2.08306 -2.90219 2.99872 0.0 0.0 0.0
H -2.06804 -4.17875 1.76735 0.0 0.0 0.0
H -5.47258 -1.66766 1.72128 0.0 0.0 0.0
H -4.79432 -0.28496 0.84467 0.0 0.0 0.0
H -4.27968 -0.61397 2.50037 0.0 0.0 0.0
```
Positions in Å, forces in eV/Å.

Its expectation value of S² is 2.031. Its charge is -1. The multiplicity is 3. For the maximum force, the calculation gives 2.11 eV Å⁻¹. The calculated total energy comes out at -2747.5293 Ha. As for the gap between HOMO and LUMO (spin up / spin down): 7.017 / 6.878 eV. As for the molar mass: 655.7 g/mol. As for the LUMO energy (spin up / spin down): 2.670 / 2.557 eV.

***

Here is a cluster of 6 separate species, C25H37F8N3O5 in total from the OMol25 dataset. Energies are from ωB97M-V/def2-TZVPD.

Structure (XYZ):
```
78
Properties=species:S:1:pos:R:3:forces:R:3
F 2.56665 -4.45046 4.49562 0.1 -0.1 0.0
C 1.46237 -4.77825 5.20139 0.2 -0.6 -0.3
F 1.50756 -4.14690 6.39077 0.0 0.3 0.0
C 0.22479 -4.30986 4.43385 -0.3 1.4 0.7
F -0.81455 -4.43936 5.30680 -0.3 -0.4 0.0
F -0.02937 -5.05627 3.35501 0.2 -0.5 -0.3
C 0.21725 -2.82411 4.07561 -0.2 0.0 -0.1
O 1.23451 -2.53164 3.12997 0.4 0.3 -0.4
C 0.86637 -1.73820 2.08847 -0.3 -1.0 0.6
F -0.01421 -2.42445 1.28661 -0.1 0.4 0.1
F 0.24735 -0.63101 2.52800 -0.1 0.1 -0.3
C 2.07646 -1.39679 1.23662 0.4 0.5 -0.3
F 1.65402 -0.56805 0.23617 -0.1 -0.2 0.2
F 2.95769 -0.71064 1.98093 0.1 0.0 0.1
H 1.46006 -5.85483 5.38933 -0.1 0.0 -0.1
H 0.33625 -2.23528 4.98426 0.2 0.0 0.0
H -0.76294 -2.58969 3.66101 -0.1 -0.2 0.0
H 2.55712 -2.25740 0.77039 0.0 -0.1 0.2
O 1.49107 3.05991 -2.99080 0.8 1.2 -0.6
C 0.60851 2.50381 -2.43469 -0.4 -1.5 0.1
C 0.54944 0.99795 -2.19035 -1.2 0.8 -0.1
C -0.91613 0.83111 -1.78037 0.4 -1.6 0.6
C -1.24313 2.17384 -1.16319 -1.5 -0.4 -0.6
O -0.50200 3.10621 -1.96225 0.3 0.5 0.4
H 0.75074 0.50587 -3.13653 0.4 -0.1 0.2
H 1.25158 0.76392 -1.39251 0.0 -0.1 -0.2
H -1.53203 0.52592 -2.62829 0.0 0.8 -0.2
H -1.09465 -0.03290 -1.13152 0.3 0.3 0.4
H -2.30896 2.37306 -1.29650 0.1 0.3 0.0
H -1.04854 2.28984 -0.09579 0.5 -0.1 -0.1
O 4.62983 -2.39931 -1.33318 0.3 0.0 0.2
C 3.92593 -2.27621 -2.28665 -0.9 -0.1 0.1
C 3.17047 -1.05255 -2.75347 0.3 0.5 -0.4
C 2.47986 -1.49206 -4.04491 -0.2 0.6 0.4
C 2.57205 -3.01209 -3.99247 -0.6 0.1 -1.0
O 3.62782 -3.32858 -3.09849 0.3 -0.2 0.0
H 2.48241 -0.63546 -2.02049 0.2 -0.6 0.2
H 3.88930 -0.24669 -2.91493 0.1 -0.1 0.0
H 1.44983 -1.13871 -4.08114 0.0 -0.2 -0.1
H 2.99420 -1.03910 -4.89053 0.0 -0.4 -0.2
H 1.64963 -3.50423 -3.67416 0.0 0.3 0.4
H 2.71443 -3.41440 -4.99822 0.7 -0.2 0.2
C 2.96638 3.00752 0.19396 0.3 0.1 -0.6
C 2.72664 4.44689 0.63944 0.0 -0.4 -1.3
C 1.28477 4.94371 0.33444 0.5 -0.3 2.2
C 0.41814 4.44615 1.42351 0.2 -0.2 -0.8
N -0.21377 3.99546 2.26557 -0.3 -0.1 0.4
H 2.33135 2.30882 0.73849 0.2 -0.2 0.0
H 4.02972 2.75805 0.23491 -0.1 -0.2 0.7
H 2.80870 2.90170 -0.88433 -0.5 0.1 0.1
H 3.38211 5.06840 0.02409 0.1 0.1 0.3
H 2.96940 4.54965 1.69367 0.0 0.3 0.0
H 0.88223 4.58687 -0.60704 0.1 0.5 -0.3
H 1.31379 6.01912 0.51587 -0.3 0.1 -0.8
C -4.01036 5.26784 0.69890 -0.1 -0.1 -1.1
C -5.38718 5.62864 1.23734 0.0 -0.4 0.6
C -6.38241 6.00052 0.15226 -0.7 0.4 -0.5
C -5.94027 7.11384 -0.70318 0.0 -0.6 -0.1
N -5.64709 7.94495 -1.43497 0.1 0.3 -0.1
H -3.19958 5.29461 1.42026 -0.1 0.2 0.1
H -3.80345 5.89502 -0.17426 0.4 0.3 0.3
H -4.00387 4.26592 0.25612 -0.2 -0.1 0.3
H -5.35788 6.44830 1.95627 0.2 0.0 0.0
H -5.75119 4.75297 1.77931 -0.3 0.2 0.1
H -7.35520 6.35528 0.51173 0.2 -0.2 0.5
H -6.65651 5.15607 -0.48522 0.4 0.0 -0.1
C -1.81650 -5.87517 -0.01188 0.6 1.3 1.2
C -0.68790 -5.91176 -1.03246 -0.4 -1.0 0.0
C 0.00297 -4.56521 -1.22660 -0.4 -0.1 0.1
C -0.83582 -3.50357 -1.78268 0.2 0.1 -0.2
N -1.42719 -2.63413 -2.24496 -0.1 0.0 0.0
H -2.26698 -6.81282 0.29758 0.1 -0.2 -0.5
H -2.59539 -5.14112 -0.23104 -0.1 -0.3 -0.5
H -1.37003 -5.45327 0.90229 -0.1 -0.2 0.1
H -1.06263 -6.38452 -1.94356 0.2 0.4 -0.3
H 0.10943 -6.56750 -0.67173 -0.1 -0.1 0.0
H 0.87745 -4.69441 -1.86054 0.1 0.1 0.0
H 0.32901 -4.22881 -0.24088 0.2 0.1 -0.1
```
Positions in Å, forces in eV/Å.

Its SMILES is FC(F)C(F)(F)COC(F)(F)C(F)F.O=C1CCCO1.O=C1CCCO1.CCCC#N.CCCC#N.CCCC#N. Its charge is 0. The multiplicity is 1. For the maximum force, the calculation gives 2.27 eV Å⁻¹. The calculated total energy comes out at -2314.1951 Ha. As for the gap between HOMO and LUMO: 10.814 eV. As for the molar mass: 611.6 g/mol. As for the LUMO energy: 0.465 eV.

***

Here is a cluster of 3 separate species, C2F2NO4 in total from the OMol25 dataset. Energies are from ωB97M-V/def2-TZVPD.

Structure (XYZ):
```
9
Properties=species:S:1:pos:R:3:forces:R:3
C 1.27788 0.81681 -1.34894 3.0 -0.7 1.0
C -0.81063 -2.28889 0.92786 -1.1 0.3 -1.3
N -0.05907 1.49776 1.28858 0.1 2.5 1.4
O 0.30691 0.73345 -1.93854 -2.9 0.1 -1.6
O -0.45735 0.35760 1.19948 0.1 -1.4 -1.1
O 2.41692 0.62891 -1.10418 -0.4 0.6 0.5
O 0.53226 2.07808 0.33569 0.1 -1.1 -0.2
F -2.06489 -1.89748 0.96453 0.2 -0.1 0.9
F -0.65738 -2.42032 -0.38180 0.8 -0.2 0.4
```
Positions in Å, forces in eV/Å.

Its charge is -1. The multiplicity is 1. For the maximum force, the calculation gives 3.32 eV Å⁻¹. The calculated total energy comes out at -631.5899 Ha. As for the gap between HOMO and LUMO: 7.311 eV. As for the molar mass: 140.0 g/mol. As for the LUMO energy: 3.749 eV.

***

Here is the ion C6H15N2 with charge +1 from the OMol25 dataset. Energies are from ωB97M-V/def2-TZVPD.

Structure (XYZ):
```
23
Properties=species:S:1:pos:R:3:forces:R:3
C -2.53963 -1.39989 0.81931 2.0 0.1 0.8
C -0.98408 -1.26768 1.34557 -3.7 -1.2 1.6
C -0.07715 -1.61920 0.20078 -0.3 1.3 0.1
C -0.27200 -0.80049 -1.10950 3.9 2.1 -0.3
C -0.09245 0.83090 -0.88980 0.0 -2.1 -0.8
N 1.45807 1.21515 -0.79107 -6.6 0.8 0.0
C 1.66010 2.37335 -0.25547 1.8 1.2 -0.7
N 2.98091 2.69114 -0.01710 -1.9 1.0 0.9
H -3.16956 -0.57082 1.16982 0.1 -0.4 -0.4
H -2.94461 -2.36472 1.13638 -0.1 0.3 0.2
H -2.42113 -1.47935 -0.25328 -0.8 0.4 -0.2
H -0.95589 -2.11975 2.08772 0.5 0.9 -0.7
H -0.90446 -0.38137 2.00996 0.6 -0.1 -1.0
H 0.91475 -1.74605 0.66594 0.1 0.1 -1.1
H -0.50863 -2.52747 -0.11666 0.3 -1.8 -0.1
H -1.16746 -1.04203 -1.68164 0.0 0.3 0.4
H 0.59713 -1.07208 -1.85819 -1.5 0.3 1.3
H -0.62088 1.29463 -1.79694 1.1 0.0 1.7
H -0.45243 1.05317 0.13736 -0.3 0.2 -1.1
H 1.93651 0.40116 -0.99146 2.4 -1.3 -0.2
H 0.66105 3.07974 -0.23094 3.2 -1.5 0.4
H 3.61295 1.88351 -0.05658 -0.1 0.9 0.1
H 3.28890 3.56812 0.47579 -0.6 -1.5 -0.9
```
Positions in Å, forces in eV/Å.

Its SMILES is CCCCCNC=[NH2+]. Its charge is +1. The multiplicity is 1. For the maximum force, the calculation gives 6.63 eV Å⁻¹. The calculated total energy comes out at -346.8033 Ha. As for the gap between HOMO and LUMO: 10.215 eV. As for the molar mass: 115.2 g/mol. As for the LUMO energy: -3.796 eV.

***

Here is the molecule C4H6S3 from the OMol25 dataset. Energies are from ωB97M-V/def2-TZVPD.

Structure (XYZ):
```
13
Properties=species:S:1:pos:R:3:forces:R:3
C -2.52156 -0.15782 -0.52068 1.3 3.2 -1.2
S -1.13549 -0.97160 0.17855 0.8 -0.5 0.1
C -0.00921 0.33522 0.36179 -1.5 1.2 -0.3
S -0.39515 1.91394 0.05719 0.6 -0.9 0.1
C 1.33656 -0.11727 0.83059 -0.8 2.2 -0.7
C 2.23051 -0.28371 -0.31540 3.9 -0.2 -0.3
S 3.84799 0.09935 -0.19962 -1.9 -0.3 -0.2
H -2.69839 0.73936 0.10536 -0.4 -0.7 0.0
H -3.36236 -0.78890 -0.62562 -0.7 -0.7 -0.2
H -2.18317 0.39271 -1.48650 -0.7 -1.4 1.2
H 1.17950 -0.99311 1.35342 0.1 -2.2 1.1
H 1.72527 0.63688 1.50301 0.2 0.0 0.1
H 1.98550 -0.80505 -1.24210 -0.7 0.2 0.3
```
Positions in Å, forces in eV/Å.

Its SMILES is CSC(=S)CC=S. Its charge is 0. The multiplicity is 1. For the maximum force, the calculation gives 3.96 eV Å⁻¹. The calculated total energy comes out at -1350.5177 Ha. As for the gap between HOMO and LUMO: 8.126 eV. As for the molar mass: 150.3 g/mol. As for the LUMO energy: -0.716 eV.

***

Here is a cluster of 2 separate species, C14H16 in total from the OMol25 dataset. Energies are from ωB97M-V/def2-TZVPD.

Structure (XYZ):
```
30
Properties=species:S:1:pos:R:3:forces:R:3
C 0.29044 4.38262 -3.50083 0.5 -0.4 0.0
C -0.52558 1.23587 -0.67210 0.0 -0.4 -0.9
C 0.67930 1.25487 -1.38361 -0.6 0.4 1.4
C -1.46090 2.23211 -0.89421 0.1 0.2 0.2
C 0.99850 2.37120 -2.14407 0.3 -1.0 -0.4
C -1.19106 3.26098 -1.79237 0.1 -0.2 -0.4
C 0.01486 3.29614 -2.48934 0.2 0.4 0.5
H -0.72841 0.38777 -0.03281 -0.1 0.0 0.1
H 1.34116 0.42207 -1.17659 0.3 0.3 -0.2
H -2.39791 2.18949 -0.36209 -0.2 0.1 0.1
H 2.03342 2.42565 -2.48058 -0.3 0.2 -0.5
H -1.90445 4.05407 -2.00069 -0.2 -0.2 0.1
H -0.57828 4.62220 -4.10605 -0.3 0.3 0.3
H 1.02477 4.03844 -4.23490 0.2 0.1 0.2
H 0.69397 5.26000 -2.98951 -0.1 0.2 -0.3
C 0.31561 -4.92584 1.64063 0.3 -0.4 0.6
C -0.14598 -0.69928 2.28521 0.4 -0.3 0.5
C -0.96671 -1.57275 2.96441 -0.7 -0.4 0.1
C 0.92582 -1.17161 1.51032 -0.4 0.5 0.0
C -0.78451 -2.99023 2.81729 0.7 -0.3 -0.3
C 0.99203 -2.57160 1.20259 -0.4 0.1 0.3
C 0.15379 -3.44600 1.89059 0.3 -0.1 -0.2
H -0.27826 0.36724 2.44437 0.1 0.1 0.0
H -1.74412 -1.25265 3.65101 0.0 0.4 -0.1
H 1.65447 -0.45306 1.16730 0.2 0.0 -0.3
H -1.28370 -3.75768 3.39999 -0.3 0.3 0.1
H 1.70348 -2.95501 0.48408 0.2 -0.1 0.0
H -0.07431 -5.24556 0.67495 -0.1 0.0 -0.1
H -0.12450 -5.53847 2.43781 -0.4 0.2 -0.2
H 1.36707 -5.22098 1.68922 0.2 0.2 -0.3
```
Positions in Å, forces in eV/Å.

Its expectation value of S² is 0.759. Its charge is -1. The multiplicity is 2. For the maximum force, the calculation gives 1.52 eV Å⁻¹. The calculated total energy comes out at -543.0119 Ha. As for the gap between HOMO and LUMO (spin up / spin down): 2.162 / 6.702 eV. As for the molar mass: 184.3 g/mol. As for the LUMO energy (spin up / spin down): 3.011 / 2.985 eV.

***

Here is the molecule C8Cl8 from the OMol25 dataset. Energies are from ωB97M-V/def2-TZVPD.

Structure (XYZ):
```
16
Properties=species:S:1:pos:R:3:forces:R:3
Cl 3.57623 2.32560 -1.37505 -0.4 -0.9 0.7
C 2.43089 1.22910 -0.63405 -1.9 0.4 -0.9
Cl 3.02270 -0.03272 0.42555 -0.2 0.9 -0.7
C 1.08516 1.32986 -0.92711 2.6 0.2 0.8
Cl 0.49685 2.63442 -1.93847 0.1 -0.9 0.5
C 0.13503 0.38188 -0.28981 0.3 0.3 -1.0
C -0.09901 -0.84834 -0.91712 -0.5 -0.4 0.1
Cl 0.70947 -1.27172 -2.41204 -0.4 0.3 0.8
C -1.02284 -1.73458 -0.33802 0.2 -0.2 -0.1
Cl -1.45050 -3.23488 -1.12249 0.3 0.7 0.4
C -1.61450 -1.38502 0.88642 -1.0 -1.1 -0.3
Cl -2.78423 -2.45115 1.63368 0.6 0.2 -0.5
C -1.39497 -0.16012 1.47794 -0.9 0.0 1.3
Cl -2.28582 0.24279 2.96774 0.9 -0.1 -1.2
C -0.52293 0.71940 0.88192 0.1 0.9 0.6
Cl -0.28154 2.25549 1.68091 0.2 -0.4 -0.7
```
Positions in Å, forces in eV/Å.

Its SMILES is ClC(Cl)=C(Cl)c1c(Cl)c(Cl)c(Cl)c(Cl)c1Cl. Its charge is 0. The multiplicity is 1. For the maximum force, the calculation gives 2.70 eV Å⁻¹. The calculated total energy comes out at -3986.3804 Ha. As for the gap between HOMO and LUMO: 9.470 eV. As for the molar mass: 379.7 g/mol. As for the LUMO energy: -0.171 eV.